Entry from the Open Molecules 2025 dataset: C2H2ClO2S as an isolated structure in a non-equilibrium geometry (wB97M-V/def2-TZVPD).

Results
Charge: -1
F_max in Eh/bohr: 0.0764
Energy above the lowest of the compared OMol25 structures with the same formula, charge and spin in kcal/mol: 127.3
Gap between HOMO and LUMO (spin up / spin down) in eV: 7.53 / 5.77

```
8
Properties=species:S:1:pos:R:3:mulliken_charge:R:1
C 0.178 -0.136 0.209 -0.76
C 3.109 -0.206 -0.848 -0.23
O 2.241 -1.286 1.387 -0.63
O 1.302 -2.230 -0.716 -0.70
S 1.699 -1.003 0.047 1.01
Cl 3.359 1.208 0.028 -0.12
H 0.547 0.899 0.028 0.12
H -0.482 -0.500 -0.533 0.31
```

=====

Entry from the Open Molecules 2025 dataset: an isolated ion of composition C2H2ClO3 and charge -1 in a non-equilibrium geometry (wB97M-V/def2-TZVPD).

Results
Charge: -1
F_max in Eh/bohr: 0.0929
SMILES: O=C([O-])[C@H](O)Cl
Energy above the lowest of the compared OMol25 structures with the same formula, charge and spin in kcal/mol: 6.2
Gap between HOMO and LUMO in eV: 8.37

```
8
Properties=species:S:1:pos:R:3:mulliken_charge:R:1
C -0.196 1.012 0.029 0.60
C 0.188 -0.479 -0.408 -0.07
O -0.740 1.029 1.091 -0.70
O 0.107 1.874 -0.806 -0.71
O -0.580 -1.381 0.309 -0.53
Cl 1.923 -0.594 0.195 -0.30
H 0.130 -0.720 -1.396 0.33
H -0.831 -0.740 0.987 0.37
```

=====

Entry from the Open Molecules 2025 dataset: an isolated molecule of C2H2ClO3P in a non-equilibrium geometry (wB97M-V/def2-TZVPD).

Results
F_max in Eh/bohr: 0.0801
Energy above the lowest of the compared OMol25 structures with the same formula, charge and spin in kcal/mol: 170.4
Gap between HOMO and LUMO (spin up / spin down) in eV: 9.24 / 5.19

```
9
Properties=species:S:1:pos:R:3:mulliken_charge:R:1
C 1.467 0.699 0.112 -0.08
C 1.794 0.030 -0.935 -0.41
O -2.505 -1.730 0.711 -0.36
O 0.459 0.653 0.973 -0.18
O -0.381 -0.484 0.749 -0.18
P -2.199 -0.332 0.809 0.68
Cl -2.698 0.280 -1.067 -0.15
H 2.135 1.406 0.466 0.29
H 1.927 -0.520 -1.818 0.41
```

=====

Number 2 is which compound? C2H2ClO3

=====

Which of these has the highest energy above the lowest of the compared OMol25 structures with the same formula, charge and spin? C2H2ClO3P